#w
The following is a quantum chemistry calculation of 2 unconnected molecules or ions with the total composition C3H6O3, from the Open Molecules 2025 dataset.

```
12
Properties=species:S:1:pos:R:3:mulliken_charge:R:1
H -0.844 2.441 0.652 0.346
C -0.050 -0.731 -2.161 0.240
C -0.484 0.597 1.386 0.180
H 0.188 -1.422 1.737 0.295
C 0.409 -0.420 1.378 -1.014
O -0.134 1.856 0.950 -0.476
H -0.884 -1.187 -1.601 0.313
O 1.072 -0.482 -1.442 -0.462
O -0.087 -0.448 -3.355 -0.495
H 1.476 -0.163 1.187 0.392
H 0.836 -0.467 -0.504 0.357
H -1.499 0.425 1.773 0.324
```

Calculated values
Molar mass (g mol⁻¹): 90.08
LUMO energy (eV): 0.44
E_HOMO (eV): -9.97
Structure (SMILES): C=CO.O=CO


#x
The following is a quantum chemistry calculation of 2 unconnected molecules or ions with the total composition C3H6O3, from the Open Molecules 2025 dataset.

```
12
Properties=species:S:1:pos:R:3:mulliken_charge:R:1
C 2.157 -2.934 -3.489 0.137
O -2.278 2.016 4.673 -0.470
O -3.586 3.541 3.651 -0.405
H -3.177 3.077 2.892 0.334
H 2.710 -1.585 -1.963 0.241
O 3.184 -3.386 -3.929 -0.431
C 2.163 -1.530 -2.904 -0.809
H 1.374 -3.609 -3.107 0.294
H -3.244 3.407 5.692 0.326
H 1.129 -1.214 -2.722 0.289
H 2.594 -0.734 -3.508 0.279
C -3.024 2.954 4.714 0.214
```

Calculated values
Molar mass (g mol⁻¹): 90.08
LUMO energy (eV): 0.77
E_HOMO (eV): -9.92
Structure (SMILES): CC=O.O=CO


What should be chosen as the least stable of them? Choose #w.


#w
The following is a quantum chemistry calculation of C3H6O3 in the gas phase, from the Open Molecules 2025 dataset.

```
12
Properties=species:S:1:pos:R:3:mulliken_charge:R:1
C 0.845 0.342 -0.846 -0.582
O -1.152 1.022 0.275 -0.632
H 1.758 -0.253 -0.733 0.391
C -0.184 -0.993 1.029 0.119
O 0.084 -0.249 -1.865 -0.518
H 0.687 0.801 1.269 0.230
H -0.774 0.202 -1.834 0.355
H -1.807 0.355 0.802 0.409
H 1.134 1.373 -1.090 0.266
C 0.045 0.358 0.447 0.137
H 0.670 -1.672 1.179 0.354
O -1.309 -1.291 1.367 -0.528
```

Calculated values
Molar mass (g mol⁻¹): 90.08
LUMO energy (eV): 0.67
E_HOMO (eV): -10.59
Structure (SMILES): O=C[C@H](O)CO


#x
The following is a quantum chemistry calculation of C3H6O3 in the gas phase, from the Open Molecules 2025 dataset.

```
12
Properties=species:S:1:pos:R:3:mulliken_charge:R:1
H -1.188 -0.133 -1.243 0.278
O -1.260 -1.905 -0.554 -0.532
C 0.912 1.093 -0.016 0.457
H -1.546 -0.129 0.552 0.254
O 0.171 1.815 0.855 -0.436
C 0.536 -0.369 0.172 -0.556
C -0.932 -0.545 -0.258 -0.286
H 0.230 2.768 0.898 0.326
H -0.498 -2.480 -0.509 0.302
O 1.706 1.576 -0.767 -0.532
H 0.582 -0.724 1.200 0.313
H 1.287 -0.969 -0.328 0.412
```

Calculated values
Molar mass (g mol⁻¹): 90.08
LUMO energy (eV): 0.64
E_HOMO (eV): -10.51
Structure (SMILES): O=C(O)CCO


#y
The following is a quantum chemistry calculation of 2 unconnected molecules or ions with the total composition C3H6O3, from the Open Molecules 2025 dataset.

```
12
Properties=species:S:1:pos:R:3:mulliken_charge:R:1
H 1.358 -0.311 2.153 0.346
C -1.782 1.303 -1.652 0.856
H -0.709 -0.969 -0.616 0.315
H 0.379 1.067 0.301 0.220
C 0.786 0.065 0.096 -0.120
H 1.175 -1.776 1.161 0.286
O 0.082 -0.547 -0.976 -0.545
H 1.812 0.201 -0.261 0.258
O -1.038 2.196 -1.719 -0.401
C 0.767 -0.779 1.359 -1.125
H -0.258 -0.895 1.733 0.346
O -2.572 0.446 -1.578 -0.436
```

Calculated values
Molar mass (g mol⁻¹): 90.08
LUMO energy (eV): 0.64
E_HOMO (eV): -10.57
Structure (SMILES): O=C=O.CCO


#z
The following is a quantum chemistry calculation of C3H6O3 in the gas phase, from the Open Molecules 2025 dataset.

```
12
Properties=species:S:1:pos:R:3:mulliken_charge:R:1
O -0.026 1.486 -0.170 -0.396
H 1.234 -1.611 0.565 0.225
C 0.141 0.826 1.028 -0.090
H -0.369 -2.224 0.044 0.248
H 1.269 0.533 1.249 0.186
H -1.453 0.153 -1.173 0.265
O 0.395 -0.582 -1.100 -0.365
O -0.621 -0.390 1.060 -0.399
H -0.203 1.486 1.792 0.277
C 0.187 -1.242 0.167 -0.132
C -0.399 0.536 -1.266 -0.049
H -0.155 1.030 -2.196 0.231
```

Calculated values
Molar mass (g mol⁻¹): 90.08
LUMO energy (eV): 0.98
E_HOMO (eV): -10.12
Structure (SMILES): C1OCOCO1


What should be chosen as the least stable of them? Choose #z.


#w
The following is a quantum chemistry calculation of 2 unconnected molecules or ions with the total composition C3H8NO, from the Open Molecules 2025 dataset.

```
13
Properties=species:S:1:pos:R:3:mulliken_charge:R:1
C -0.582 0.977 -0.613 -0.561
O 0.285 0.984 1.688 -0.665
H -0.033 1.851 -0.927 0.251
N -0.106 -1.439 -1.478 -0.580
H -1.513 0.953 -1.270 0.274
H -1.353 -0.060 1.192 0.410
H 2.261 -2.588 1.748 0.202
H 1.583 -2.254 1.620 -0.189
H 0.255 -1.317 -0.091 0.218
H 1.384 0.158 -0.633 0.326
H 0.522 -1.226 -2.291 0.301
C 0.329 -0.313 -0.537 -0.121
C -0.522 0.450 0.734 0.134
```

Calculated values
Molar mass (g mol⁻¹): 74.10
LUMO energy (alpha / beta) (eV): 0.61 / -1.72
E_HOMO (alpha / beta) (eV): -8.81 / -8.80
2S+1: 2


#x
The following is a quantum chemistry calculation of C3H8NO in the gas phase, from the Open Molecules 2025 dataset.

```
13
Properties=species:S:1:pos:R:3:mulliken_charge:R:1
H -0.781 -0.815 -0.939 0.314
O -0.799 2.030 -0.615 -0.352
C 0.300 1.423 -0.214 -0.314
H 0.830 2.149 0.451 0.311
H 0.915 0.176 1.211 0.251
N 0.130 0.189 0.568 -0.403
H 0.282 -2.044 1.500 0.288
H -1.002 -2.491 0.498 0.290
C 0.052 -2.316 0.472 -0.970
H 0.950 -0.966 -1.007 0.302
H 1.126 1.250 -0.932 0.362
C 0.094 -0.983 -0.307 -0.397
H 0.811 -3.039 0.206 0.317
```

Calculated values
Molar mass (g mol⁻¹): 74.10
LUMO energy (alpha / beta) (eV): 1.01 / -1.52
E_HOMO (alpha / beta) (eV): -9.37 / -9.35
2S+1: 2


What should be chosen as the least stable of them? Choose #w.


#w
The following is a quantum chemistry calculation of 2 unconnected molecules or ions with the total composition C2H2Cl2O2, from the Open Molecules 2025 dataset.

```
8
Properties=species:S:1:pos:R:3:mulliken_charge:R:1
C 1.164 -0.103 0.428 0.191
Cl 1.711 1.419 -0.070 -0.038
O -0.325 -0.476 -0.763 -0.422
H 0.557 -0.096 1.329 0.287
C -1.422 0.086 -0.432 0.209
Cl 2.175 -1.425 0.203 -0.043
O -1.669 0.804 0.496 -0.520
H -2.192 -0.209 -1.190 0.338
```

Calculated values
Molar mass (g mol⁻¹): 128.94
LUMO energy (eV): -0.53
E_HOMO (eV): -10.17


#x
The following is a quantum chemistry calculation of C2H2Cl2O2 in the gas phase, from the Open Molecules 2025 dataset.

```
8
Properties=species:S:1:pos:R:3:mulliken_charge:R:1
O -1.715 -0.097 1.705 -0.285
H 0.587 0.450 2.347 0.347
Cl 2.478 -1.314 0.642 -0.158
Cl 2.788 1.441 -0.233 -0.114
C 1.921 0.326 0.606 0.272
C 0.550 0.431 1.270 -0.431
H 0.195 1.443 1.182 0.348
O -0.599 -0.418 1.084 0.020
```

Calculated values
Molar mass (g mol⁻¹): 128.94
LUMO energy (alpha / beta) (eV): -0.89 / -0.94
E_HOMO (alpha / beta) (eV): -10.75 / -8.60


#y
The following is a quantum chemistry calculation of C2H2Cl2O2 in the gas phase, from the Open Molecules 2025 dataset.

```
8
Properties=species:S:1:pos:R:3:mulliken_charge:R:1
H 0.738 -0.834 -0.776 0.283
C -1.170 0.027 -0.351 0.272
O 1.020 -0.114 1.181 -0.033
Cl -2.023 -1.418 -0.347 -0.126
C 0.348 0.016 -0.208 -0.309
O 2.365 -0.098 1.281 -0.247
Cl -2.018 1.468 -0.167 -0.127
H 0.740 0.953 -0.613 0.286
```

Calculated values
Molar mass (g mol⁻¹): 128.94
LUMO energy (alpha / beta) (eV): -1.27 / -0.85
E_HOMO (alpha / beta) (eV): -10.83 / -8.75


What should be chosen as the least stable of them? Choose #x.